No. 1
The following is a quantum chemistry calculation of the ion C6H13NO with charge +1, from the Open Molecules 2025 dataset.

Bonds (Å) are listed after each position.
Element x y z (Å)
1 C 1.3849 1.5634 0.6888  C2 1.543, C3 1.516, H9 1.086, H10 1.088
2 C 1.9533 2.4608 -0.4298  C1 1.543, H11 1.089, H12 1.106, H13 1.085
3 C 0.1321 0.8919 0.1625  C1 1.516, N4 1.427, O8 1.198
4 N 0.3482 -0.5081 -0.0125  C3 1.427, C6 1.443, H14 1.014
5 C -1.4528 -1.3350 -1.3139  C6 1.533, H15 1.097, H16 1.090, H17 1.091
6 C -0.6192 -1.5782 -0.0509  N4 1.443, C5 1.533, C7 1.563, H18 1.096
7 C -1.5316 -1.7190 1.2099  C6 1.563, H19 1.085, H20 1.091, H21 1.088
8 O -0.9184 1.3578 -0.1764  C3 1.198
9 H 1.0324 2.1950 1.4994  C1 1.086
10 H 2.1450 0.8584 1.0175  C1 1.088
11 H 2.5706 3.1868 0.0983  C2 1.089
12 H 2.6164 1.9881 -1.1778  C2 1.106
13 H 1.1786 2.8806 -1.0634  C2 1.085
14 H 1.2930 -0.8734 0.0349  N4 1.014
15 H -2.1033 -2.1620 -1.6243  C5 1.097
16 H -2.1625 -0.5289 -1.1291  C5 1.090
17 H -0.7460 -1.0752 -2.1029  C5 1.091
18 H -0.0314 -2.4908 -0.1997  C6 1.096
19 H -2.5296 -1.8531 0.8069  C7 1.085
20 H -1.3342 -0.8205 1.7963  C7 1.091
21 H -1.2254 -2.4387 1.9664  C7 1.088

## Properties
**E_HOMO (alpha / beta)**: -15.6 / -15.5 eV
**HOMO-LUMO gap (alpha / beta)**: 12.2 / 6.8 eV
**Net charge**: +1
**Molar mass**: 115.18 g mol⁻¹
**2S+1**: 2

No. 2
The following is a quantum chemistry calculation of a cluster of 2 separate species, C6H16NSi in total, from the Open Molecules 2025 dataset.

Bonds (Å) are listed after each position.
Element x y z (Å)
1 C -1.6043 0.0327 -2.5472  C2 1.353, H9 1.107, H10 1.066
2 C -0.9765 -0.5888 -1.5227  C1 1.353, Si8 1.795, H11 1.065
3 C 0.1542 -2.3859 0.8256  C5 1.537, H12 1.137, H13 1.054, H14 1.055
4 C -0.9765 1.7030 1.3381  N7 1.530, H15 1.043, H16 1.140, H17 1.071
5 C 1.3147 -1.5173 0.3136  C3 1.537, Si8 1.930, H18 1.112, H19 1.032
6 C 0.7647 1.7235 -0.4725  N7 1.423, H20 1.134, H21 1.037
7 N 0.4426 2.0399 0.8772  C4 1.530, C6 1.423, H22 1.039, H23 1.020
8 Si 0.8022 -0.7969 -1.4023  C2 1.795, C5 1.930, H24 1.551
9 H -2.6417 0.4196 -2.5660  C1 1.107
10 H -1.1451 0.3499 -3.4558  C1 1.066
11 H -1.6229 -0.8941 -0.7333  C2 1.065
12 H -0.2060 -3.1759 0.0916  C3 1.137
13 H 0.5021 -2.9262 1.6608  C3 1.054
14 H -0.6524 -1.7720 1.1163  C3 1.055
15 H -1.5499 1.8220 0.4755  C4 1.043
16 H -1.0861 0.5870 1.5454  C4 1.140
17 H -1.2300 2.3262 2.1712  C4 1.071
18 H 2.1796 -2.1701 0.0620  C5 1.112
19 H 1.7525 -0.8771 0.9944  C5 1.032
20 H 0.2235 2.4173 -1.1880  C6 1.134
21 H 1.7854 1.9036 -0.4452  C6 1.037
22 H 0.5594 3.0436 1.1179  N7 1.039
23 H 1.0934 1.3490 1.2515  N7 1.020
24 H 1.9187 -1.1605 -2.4159  Si8 1.551

## Properties
**E_HOMO (alpha / beta)**: -12.3 / -12.3 eV
**HOMO-LUMO gap (alpha / beta)**: 8.7 / 8.7 eV
**Net charge**: +1
**Molar mass**: 130.29 g mol⁻¹

No. 3
The following is a quantum chemistry calculation of a cluster of 11 separate species, C32H89F3N13O13S in total, from the Open Molecules 2025 dataset.

Bonds (Å) are listed after each position.
Element x y z (Å)
1 C 7.6247 12.7601 -21.6950  F2 1.358, F3 1.295, F4 1.308, S5 1.996
2 F 7.5498 11.4582 -22.0755  C1 1.358
3 F 6.6491 13.1321 -20.9298  C1 1.295
4 F 8.7398 13.1295 -21.1193  C1 1.308
5 S 7.5282 13.8277 -23.3787  C1 1.996, O6 1.456, O7 1.483, O8 1.498
6 O 6.4442 13.3160 -24.2056  S5 1.456
7 O 7.3575 15.2204 -22.8975  S5 1.483
8 O 8.8640 13.6142 -24.0218  S5 1.498
9 C 5.7383 14.2762 -27.3036  O10 1.229, N11 1.323, N12 1.228
10 O 5.4446 14.8094 -28.3718  C9 1.229
11 N 5.1532 14.6786 -26.1873  C9 1.323, H13 1.010, H14 1.010
12 N 6.6062 13.4526 -27.0270  C9 1.228, H15 1.010, H16 1.010
13 H 5.5499 14.3407 -25.3221  N11 1.010
14 H 4.5399 15.4811 -26.1892  N11 1.010
15 H 6.7202 13.1487 -26.0706  N12 1.010
16 H 7.1681 12.9923 -27.7289  N12 1.010
17 C 6.8978 18.0078 -20.6286  O18 1.190, N19 1.320, N20 1.326
18 O 6.5266 19.1129 -20.3911  C17 1.190
19 N 8.0897 17.5143 -20.3502  C17 1.320, H21 1.010, H22 1.010
20 N 6.1493 17.0870 -21.2206  C17 1.326, H23 1.010, H24 1.010
21 H 8.0329 16.5187 -20.5103  N19 1.010
22 H 8.7642 18.1456 -19.9422  N19 1.010
23 H 5.2616 17.5075 -21.4557  N20 1.010
24 H 6.5957 16.3807 -21.7879  N20 1.010
25 C 13.0756 14.9274 -25.8957  O26 1.252, N27 1.291, N28 1.237
26 O 14.1407 14.6367 -26.4858  C25 1.252
27 N 12.7017 16.0797 -25.4505  C25 1.291, H29 1.010, H30 1.010
28 N 12.1965 14.1392 -25.5267  C25 1.237, H31 1.010, H32 1.010
29 H 13.2654 16.9164 -25.4981  N27 1.010
30 H 11.8018 15.9659 -25.0063  N27 1.010
31 H 11.3233 14.3877 -25.0842  N28 1.010
32 H 12.3618 13.1869 -25.8199  N28 1.010
33 C 6.9235 12.8766 -16.6385  C34 1.531, H39 1.090, H40 1.090, H41 1.090
34 C 7.3170 11.4243 -16.9209  C33 1.531, C35 1.592, N38 1.477, H42 1.090
35 C 7.5289 10.9615 -18.4293  C34 1.592, O36 1.422, H43 1.090, H44 1.090
36 O 7.5822 9.5442 -18.5286  C35 1.422, C37 1.409
37 C 8.1682 8.9408 -19.6585  O36 1.409, H45 1.090, H46 1.090, H47 1.090
38 N 8.5375 11.2677 -16.1034  C34 1.477, H48 1.010, H49 1.010
39 H 7.6031 13.6001 -17.0887  C33 1.090
40 H 6.8646 13.0634 -15.5663  C33 1.090
41 H 5.9248 12.9463 -17.0695  C33 1.090
42 H 6.5652 10.8201 -16.4132  C34 1.090
43 H 8.4399 11.5079 -18.6734  C35 1.090
44 H 6.7664 11.3792 -19.0867  C35 1.090
45 H 8.1491 7.8696 -19.4579  C37 1.090
46 H 9.2052 9.1807 -19.8936  C37 1.090
47 H 7.6593 9.2192 -20.5813  C37 1.090
48 H 9.1003 10.6031 -16.6147  N38 1.010
49 H 9.0687 12.1223 -16.1908  N38 1.010
50 C 9.5152 5.1825 -23.2178  C51 1.557, H56 1.090, H57 1.090, H58 1.090
51 C 8.1422 5.8950 -23.3941  C50 1.557, C52 1.578, N55 1.466, H59 1.090
52 C 8.3220 7.2803 -24.1275  C51 1.578, O53 1.424, H60 1.090, H61 1.090
53 O 7.6293 8.4051 -23.5959  C52 1.424, C54 1.422
54 C 7.1663 9.3201 -24.5809  O53 1.422, H62 1.090, H63 1.090, H64 1.090
55 N 7.1200 5.0303 -23.9920  C51 1.466, H65 1.010, H66 1.010
56 H 10.0799 5.4029 -24.1238  C50 1.090
57 H 9.5348 4.1065 -23.0452  C50 1.090
58 H 10.1199 5.6608 -22.4473  C50 1.090
59 H 7.8819 6.1237 -22.3607  C51 1.090
60 H 8.1638 7.1027 -25.1912  C52 1.090
61 H 9.3456 7.6530 -24.0914  C52 1.090
62 H 6.8368 8.8296 -25.4968  C54 1.090
63 H 7.8343 10.1027 -24.9406  C54 1.090
64 H 6.2738 9.8179 -24.2015  C54 1.090
65 H 7.1645 4.1452 -23.5075  N55 1.010
66 H 7.4528 4.9152 -24.9386  N55 1.010
67 C 8.6882 16.4151 -26.0555  C68 1.581, H73 1.090, H74 1.090, H75 1.090
68 C 9.5739 17.2424 -25.0397  C67 1.581, C69 1.521, N72 1.403, H76 1.090
69 C 8.7460 18.2974 -24.3215  C68 1.521, O70 1.372, H77 1.090, H78 1.090
70 O 9.2414 18.8515 -23.1685  C69 1.372, C71 1.469
71 C 8.5935 20.0905 -22.7168  O70 1.469, H79 1.090, H80 1.090, H81 1.090
72 N 10.1887 16.3511 -24.1478  C68 1.403, H82 1.010, H83 1.010
73 H 8.4213 17.0583 -26.8940  C67 1.090
74 H 7.7547 16.0858 -25.5992  C67 1.090
75 H 9.0707 15.4715 -26.4446  C67 1.090
76 H 10.3475 17.9005 -25.4353  C68 1.090
77 H 7.8414 17.8309 -23.9314  C69 1.090
78 H 8.4390 19.1658 -24.9043  C69 1.090
79 H 7.5796 20.0609 -23.1160  C71 1.090
80 H 9.1098 20.9620 -23.1194  C71 1.090
81 H 8.5558 20.0916 -21.6275  C71 1.090
82 H 9.6227 15.5181 -24.0702  N72 1.010
83 H 10.1248 16.6837 -23.1963  N72 1.010
84 C 3.1014 15.1099 -23.6858  C85 1.572, H90 1.090, H91 1.090, H92 1.090
85 C 3.0719 16.5547 -24.3042  C84 1.572, C86 1.581, N89 1.431, H93 1.090
86 C 1.7197 17.3135 -23.9931  C85 1.581, O87 1.441, H94 1.090, H95 1.090
87 O 1.7300 18.5956 -24.6511  C86 1.441, C88 1.393
88 C 0.6507 19.4183 -24.3371  O87 1.393, H96 1.090, H97 1.090, H98 1.090
89 N 4.1279 17.2643 -23.6488  C85 1.431, H99 1.010, H100 1.010
90 H 2.2979 14.5828 -24.2002  C84 1.090
91 H 2.9557 15.1554 -22.6066  C84 1.090
92 H 3.9774 14.4633 -23.7386  C84 1.090
93 H 3.1382 16.5727 -25.3920  C85 1.090
94 H 1.5079 17.3772 -22.9258  C86 1.090
95 H 0.8630 16.8640 -24.4950  C86 1.090
96 H 0.8278 19.9823 -23.4213  C88 1.090
97 H -0.3315 18.9514 -24.2631  C88 1.090
98 H 0.6676 20.2044 -25.0920  C88 1.090
99 H 4.3711 18.1385 -24.0924  N89 1.010
100 H 4.9177 16.8094 -24.0840  N89 1.010
101 C 10.3440 9.5643 -26.9748  C102 1.532, H107 1.090, H108 1.090, H109 1.090
102 C 10.8604 10.9941 -27.1628  C101 1.532, C103 1.555, N106 1.497, H110 1.090
103 C 9.8561 12.1814 -27.1634  C102 1.555, O104 1.446, H111 1.090, H112 1.090
104 O 8.6588 11.9606 -27.9436  C103 1.446, C105 1.451
105 C 8.8781 12.1938 -29.3589  O104 1.451, H113 1.090, H114 1.090, H115 1.090
106 N 11.7372 11.2743 -25.9822  C102 1.497, H116 1.010, H117 1.010
107 H 11.1339 8.8210 -27.0827  C101 1.090
108 H 9.5404 9.4514 -27.7026  C101 1.090
109 H 9.8161 9.3789 -26.0393  C101 1.090
110 H 11.4451 11.0622 -28.0802  C102 1.090
111 H 10.1812 13.1919 -27.4110  C103 1.090
112 H 9.3882 12.4064 -26.2050  C103 1.090
113 H 9.5403 11.5512 -29.9391  C105 1.090
114 H 9.0971 13.2520 -29.5010  C105 1.090
115 H 7.9150 12.0388 -29.8453  C105 1.090
116 H 11.2170 11.1487 -25.1257  N106 1.010
117 H 12.2740 10.4268 -26.0995  N106 1.010
118 C 11.4927 9.8960 -22.5193  C119 1.563, H124 1.090, H125 1.090, H126 1.090
119 C 11.0892 11.4044 -22.5842  C118 1.563, C120 1.543, N123 1.439, H127 1.090
120 C 12.2577 12.3750 -22.8539  C119 1.543, O121 1.412, H128 1.090, H129 1.090
121 O 13.3148 12.1151 -21.9554  C120 1.412, C122 1.392
122 C 14.4354 12.9363 -22.0407  O121 1.392, H130 1.090, H131 1.090, H132 1.090
123 N 10.1029 11.2675 -23.6234  C119 1.439, H133 1.010, H134 1.010
124 H 12.3665 9.7407 -21.8865  C118 1.090
125 H 11.8688 9.4936 -23.4598  C118 1.090
126 H 10.6117 9.3794 -22.1385  C118 1.090
127 H 10.7092 11.7053 -21.6079  C119 1.090
128 H 11.9571 13.3873 -22.5836  C120 1.090
129 H 12.6576 12.3926 -23.8678  C120 1.090
130 H 15.2551 12.5795 -21.4171  C122 1.090
131 H 14.2312 13.9348 -21.6542  C122 1.090
132 H 14.7767 12.9062 -23.0755  C122 1.090
133 H 9.2970 10.8068 -23.2252  N123 1.010
134 H 9.8251 12.1913 -23.9226  N123 1.010
135 C 3.1386 11.9512 -24.0919  C136 1.594, H141 1.090, H142 1.090, H143 1.090
136 C 3.5680 11.9923 -22.5573  C135 1.594, C137 1.557, N140 1.458, H144 1.090
137 C 2.4918 11.6678 -21.4797  C136 1.557, O138 1.377, H145 1.090, H146 1.090
138 O 1.4359 12.5435 -21.3623  C137 1.377, C139 1.431
139 C 0.3729 12.1160 -20.5044  O138 1.431, H147 1.090, H148 1.090, H149 1.090
140 N 4.7761 11.1754 -22.5620  C136 1.458, H150 1.010, H151 1.010
141 H 2.2561 12.5773 -24.2239  C135 1.090
142 H 2.9246 10.9132 -24.3464  C135 1.090
143 H 3.8383 12.2676 -24.8655  C135 1.090
144 H 3.8434 12.9616 -22.1418  C136 1.090
145 H 3.0420 11.5975 -20.5414  C137 1.090
146 H 2.0481 10.6917 -21.6757  C137 1.090
147 H -0.4488 12.8308 -20.5483  C139 1.090
148 H 0.7720 12.0855 -19.4906  C139 1.090
149 H 0.0765 11.0761 -20.6418  C139 1.090
150 H 5.3130 11.5772 -23.3173  N140 1.010
151 H 5.1239 11.4935 -21.6687  N140 1.010

## Properties
**E_HOMO**: -6.8 eV
**HOMO-LUMO gap**: 8.9 eV
**Net charge**: -1
**Molar mass**: 953.20 g mol⁻¹

It is found that the energy relative to the best compared isomer or geometry (same formula, charge and spin) values, taken in the order of the records, are 109.9, 294.6, 614.3 kJ/mol.